(1)
A cluster of 6 separate species, C12H38N4O9 in total in a non-equilibrium geometry. Source: OMol25; level of theory: wB97M-V/def2-TZVPD.

Summary:
- F_max: 3.62 eV/Å
- Spin multiplicity: 1
- Lowest unoccupied orbital energy: -1.74 eV
- Energy relative to the best compared isomer or geometry (same formula, charge and spin): 11.305 eV
- Gap between HOMO and LUMO: 0.19475 Eh
- HOMO level: -7.04 eV

XYZ file:
```
63
Properties=species:S:1:pos:R:3:forces:R:3
N -2.014 -13.332 -29.423 0.0009 -1.4154 0.2704
H -1.229 -12.910 -28.948 0.0071 0.7049 0.2554
H -1.712 -13.692 -30.317 -0.1005 0.4601 -0.7941
H -2.880 -12.811 -29.437 -0.2683 1.1659 -0.3220
H -2.264 -14.170 -28.919 -0.0449 -0.5597 0.7843
N -5.075 -8.956 -28.289 -1.6081 0.3064 -1.6337
O -5.605 -8.263 -29.172 -0.0489 0.8365 -0.8182
O -4.655 -10.067 -28.584 1.4797 -2.5626 -0.7394
O -5.073 -8.589 -27.148 0.4318 1.1742 3.0844
C -6.411 -3.232 -27.112 -0.4037 -0.0408 0.2139
C -6.616 -3.519 -28.580 -1.6333 0.3994 -0.0226
O -5.523 -3.986 -29.249 1.7766 -0.6430 -0.6909
O -6.710 -4.354 -26.307 -0.4395 -0.2789 0.4707
H -7.134 -2.463 -26.842 0.0951 0.0774 0.3013
H -5.404 -2.917 -26.837 0.1528 0.4313 -0.5325
H -7.026 -2.681 -29.145 0.3369 0.4637 0.2023
H -7.403 -4.267 -28.676 -0.4544 -0.1282 0.4049
H -5.372 -4.866 -28.895 0.4272 -0.3527 -0.3383
H -6.305 -5.150 -26.660 0.1534 -0.1345 -0.0494
C -3.977 -4.763 -34.540 0.3073 -0.1826 0.6327
C -3.574 -6.212 -34.843 -0.9948 1.0291 0.0772
O -3.748 -6.933 -33.638 0.9126 -0.7004 -0.1815
O -4.227 -3.911 -35.620 0.0907 0.1541 -0.5120
H -3.163 -4.332 -33.957 0.0606 0.1822 -0.0346
H -4.822 -4.806 -33.853 -0.3861 0.1062 -0.0069
H -2.546 -6.190 -35.205 0.1146 -0.5310 0.2889
H -4.216 -6.626 -35.620 -0.0428 -0.0732 -0.2103
H -4.369 -6.486 -33.058 -0.0700 0.0746 -0.0219
H -5.157 -3.940 -35.858 0.0088 -0.1186 0.0002
C -7.394 -11.665 -33.462 0.2562 -0.3334 -1.4278
C -5.980 -11.724 -34.135 0.3962 -0.4150 1.2001
C -5.891 -10.903 -35.426 -0.5412 -1.1777 -0.0316
O -6.543 -11.612 -36.523 0.5827 0.1644 1.0152
C -7.058 -10.828 -37.572 -0.2014 0.1863 0.1647
N -4.918 -11.392 -33.123 -0.0515 0.2798 0.4014
H -8.026 -12.392 -33.972 -0.0501 -0.1583 0.0333
H -7.873 -10.714 -33.693 0.1538 0.2636 0.3041
H -7.477 -11.870 -32.394 0.5162 0.0646 -0.0622
H -5.707 -12.737 -34.433 -0.5442 -0.2740 -0.0009
H -4.837 -10.884 -35.703 0.0657 0.9135 0.1037
H -6.401 -9.985 -35.133 0.3674 0.6412 -0.8740
H -7.808 -10.164 -37.143 -0.4545 0.0209 -0.3929
H -7.435 -11.510 -38.334 -0.4788 -0.0641 0.3456
H -6.377 -10.199 -38.144 0.7805 0.1085 0.4183
H -4.211 -10.695 -33.309 0.0289 0.0478 -1.1603
H -5.272 -11.006 -32.260 -0.7549 -0.2223 0.1049
C -5.490 -13.527 -25.679 0.7145 -0.5753 0.2652
C -4.108 -13.574 -24.988 -1.1508 3.3319 0.8088
C -4.266 -13.428 -23.425 0.7447 -1.3346 -1.6284
O -3.006 -13.366 -22.814 -0.2798 -0.7930 -0.7351
C -2.561 -12.093 -22.563 1.3682 0.2075 0.3586
N -3.193 -14.589 -25.357 -0.3473 -0.5437 -0.8831
H -5.438 -13.467 -26.766 0.2893 -0.2523 -0.0216
H -6.023 -12.618 -25.400 -0.0567 -0.1849 0.3386
H -6.036 -14.426 -25.391 -0.4287 0.0706 -0.1021
H -3.671 -12.607 -25.237 0.3672 0.1634 -0.3354
H -4.564 -14.409 -23.055 -1.3850 0.2484 0.1630
H -4.842 -12.521 -23.242 -0.4913 -0.3726 0.5030
H -3.291 -11.599 -21.921 0.4314 0.4682 0.2727
H -2.304 -11.482 -23.428 -0.5279 0.1084 -0.4556
H -1.584 -12.334 -22.142 -0.0247 0.8820 0.8487
H -2.302 -14.331 -24.959 0.0666 -0.5412 0.3743
H -3.590 -15.404 -24.911 0.7785 -0.7730 0.0087
```
Positions in Å, forces in eV/Å.

Here are the natural (NBO) charges for atoms 1 to 2, given in e: number 1, N, carries -0.849; number 2, H, carries 0.458

=====

(2)
A cluster of 6 separate species, C36H40NO2 in total in a non-equilibrium geometry. Source: OMol25; level of theory: wB97M-V/def2-TZVPD.

Summary:
- F_max: 7.62 eV/Å
- Spin multiplicity: 1
- Charge: -1
- Lowest unoccupied orbital energy: 2.24 eV
- Gap between HOMO and LUMO: 0.23748 Eh
- HOMO level: -4.23 eV

XYZ file:
```
79
Properties=species:S:1:pos:R:3:forces:R:3
C -1.453 -0.749 -2.013 0.5806 -2.8857 -3.1044
C -0.973 -1.753 -3.044 -0.2817 2.9201 2.0099
C 0.491 -1.522 -3.815 -0.8666 0.8950 0.8891
N 1.524 -1.439 -2.716 1.0608 -0.4245 -1.7375
C 2.671 -2.405 -2.898 1.6795 -0.9151 1.7204
C 2.242 -3.983 -3.029 -0.3411 -0.0245 -1.5631
C 3.584 -2.303 -1.500 0.9427 -0.1739 5.3482
O 4.816 -1.789 -1.463 -5.5324 -2.1101 -1.0331
O 2.910 -2.796 -0.260 3.0143 2.2763 -6.6197
H -0.726 -0.141 -1.320 -1.3847 -0.9316 -2.1078
H -2.622 -0.556 -1.943 2.6650 -1.0074 0.4931
H -1.558 -2.733 -3.317 0.5838 2.5127 0.1982
H 0.466 -0.465 -4.367 -0.2706 -2.2861 1.0776
H 0.703 -2.316 -4.647 -0.4129 1.2161 1.7816
H 1.932 -0.474 -2.678 -0.4913 -1.3520 -0.1166
H 3.402 -2.155 -3.776 -1.3936 -0.2360 1.3972
H 2.448 -4.289 -4.163 -0.4926 0.5100 2.2609
H 1.087 -4.138 -2.871 2.3319 0.2914 0.0334
H 2.876 -4.723 -2.378 -1.3704 1.8192 -0.9863
C 3.931 0.661 3.857 -0.0751 -0.0614 -0.0525
C 2.601 0.262 3.986 0.0932 -0.0283 -0.0574
C 1.935 -0.308 2.901 0.3436 0.1201 -0.0424
C 2.602 -0.489 1.690 -0.2460 0.1692 0.0932
C 3.934 -0.093 1.562 0.0644 0.1398 0.0574
C 4.597 0.485 2.643 -0.3158 -0.0871 0.0247
H 4.449 1.108 4.701 -0.0629 -0.0401 -0.0612
H 2.083 0.396 4.932 0.0648 0.0362 -0.0754
H 0.897 -0.613 3.000 0.1001 0.0055 -0.0219
H 2.085 -0.937 0.846 0.2735 -0.1127 0.0857
H 4.454 -0.235 0.618 -0.1469 -0.1748 0.0947
H 5.633 0.798 2.542 -0.0986 -0.0466 0.0098
C -0.775 3.946 -7.523 -0.0019 -0.1401 0.0884
C -1.770 3.964 -6.545 0.1085 -0.1034 0.0106
C -1.874 2.911 -5.636 0.1854 0.0096 -0.1283
C -0.978 1.844 -5.699 -0.0256 0.0999 -0.0822
C 0.019 1.828 -6.674 -0.1201 0.1202 -0.0109
C 0.118 2.876 -7.589 -0.1599 0.0191 0.1283
H -0.696 4.764 -8.233 -0.0119 -0.1082 0.0994
H -2.464 4.799 -6.492 0.0896 -0.1137 -0.0173
H -2.653 2.923 -4.879 0.1180 -0.0136 -0.0780
H -1.056 1.027 -4.987 -0.0205 0.1111 -0.0751
H 0.719 0.997 -6.722 -0.1122 0.1187 0.0236
H 0.891 2.860 -8.352 -0.0906 0.0072 0.1063
C 0.118 3.241 8.556 -0.0172 -0.1572 -0.1213
C -0.972 3.336 7.691 0.1032 -0.1287 -0.0145
C -1.204 2.337 6.747 0.1459 -0.0449 0.1371
C -0.351 1.235 6.674 0.0055 0.1435 0.1462
C 0.737 1.138 7.541 -0.0847 0.1166 0.0095
C 0.974 2.142 8.479 -0.1840 0.0310 -0.1132
H 0.300 4.022 9.289 -0.0235 -0.1028 -0.1030
H -1.641 4.191 7.753 0.1046 -0.1169 -0.0203
H -2.050 2.415 6.069 0.1199 -0.0153 0.0895
H -0.534 0.453 5.942 0.0463 0.1167 0.0741
H 1.401 0.279 7.485 -0.0944 0.1561 0.0200
H 1.825 2.069 9.151 -0.1101 -0.0027 -0.0920
C -5.658 2.237 -7.221 -0.0512 -0.1077 -0.1960
C -4.568 1.960 -8.045 -0.0686 -0.0403 -0.0510
C -4.753 1.253 -9.233 -0.2215 0.0402 0.0961
C -6.031 0.831 -9.601 0.0525 0.1028 0.1615
C -7.121 1.112 -8.779 0.1372 0.0420 0.0409
C -6.935 1.811 -7.586 0.1647 -0.0171 -0.1148
H -5.512 2.786 -6.294 -0.0025 -0.0824 -0.1224
H -3.573 2.294 -7.762 -0.1614 -0.0825 -0.0360
H -3.903 1.031 -9.872 -0.1067 0.0400 0.0986
H -6.176 0.285 -10.529 0.0141 0.0669 0.1302
H -8.118 0.785 -9.067 0.1494 0.0405 0.0497
H -7.784 2.025 -6.943 0.1043 -0.0278 -0.0841
C 1.811 -4.073 10.161 -0.0090 0.0966 -0.1666
C 0.542 -3.563 9.886 0.1235 0.0347 -0.0987
C 0.318 -2.846 8.711 0.1850 -0.0754 0.0244
C 1.361 -2.647 7.806 -0.0008 -0.0860 0.1804
C 2.628 -3.160 8.079 -0.0708 0.0011 0.0838
C 2.855 -3.869 9.259 -0.2170 0.0690 -0.0169
H 1.986 -4.628 11.078 -0.0262 0.0734 -0.1230
H -0.272 -3.724 10.588 0.1183 0.0305 -0.0991
H -0.669 -2.443 8.500 0.1345 -0.0491 0.0201
H 1.185 -2.092 6.888 0.0431 -0.1127 0.0958
H 3.440 -3.006 7.373 -0.1469 -0.0175 0.0950
H 3.844 -4.263 9.474 -0.1294 0.0453 -0.0405
```
Positions in Å, forces in eV/Å.

Here are the Mulliken charges for atoms 1 to 2, given in e: number 1, C, carries -0.709; number 2, C, carries -0.076

=====

(3)
A structure of composition C15H29BBr2IN2NbO6P in a non-equilibrium geometry. Source: OMol25; level of theory: wB97M-V/def2-TZVPD.

Summary:
- F_max: 4.40 eV/Å
- Spin multiplicity: 1
- Charge: -1
- Lowest unoccupied orbital energy: 1.10 eV
- Gap between HOMO and LUMO: 0.19744 Eh
- HOMO level: -4.27 eV

XYZ file:
```
58
Properties=species:S:1:pos:R:3:forces:R:3
C 7.579 0.930 -1.846 -1.2032 -0.2709 1.0168
C 6.133 0.454 -1.419 0.9211 0.8119 -0.3968
C 5.051 1.518 -1.845 0.3103 -1.4804 -0.1832
C 3.762 0.795 -2.419 0.9994 1.2124 -1.0408
N 2.490 1.374 -1.954 -0.1480 -1.4067 2.2015
Nb 1.274 0.132 -0.751 -1.8626 -2.5400 -3.0715
O 0.042 -1.022 0.511 1.3911 1.4346 -1.4052
Br 1.474 -1.965 -2.328 0.2493 0.5157 0.3649
C -0.689 0.745 -1.828 -1.0600 0.1633 0.6455
C -1.482 -0.510 -2.371 -0.7097 1.1357 0.7450
C -3.039 -0.179 -2.355 1.2075 -0.5478 -0.2623
I -3.833 -0.970 -0.462 0.0172 0.2687 -0.7946
B 3.032 -0.522 0.636 1.0834 0.7540 1.7671
O 3.966 0.486 1.050 -0.9845 -0.8626 -0.1275
O 3.213 -1.855 1.120 0.3490 1.5690 -0.6367
C 3.937 -2.673 0.211 -0.0201 -1.9558 0.3051
C 5.129 -3.405 0.922 0.1646 0.5027 -0.4280
P 1.069 2.156 0.862 0.9876 -0.3930 0.9716
O 0.472 1.529 2.356 -0.0347 0.7572 -1.1160
Br -0.442 3.660 0.099 -0.3478 -0.1325 0.2061
H 7.745 1.899 -1.334 0.1800 -0.3534 -0.5500
H 8.302 0.201 -1.435 -0.0556 0.3752 -0.5295
H 7.625 1.028 -2.943 0.2787 0.0040 0.4945
H 6.161 0.317 -0.324 -0.3490 -0.1123 -0.5086
H 5.959 -0.523 -1.911 -0.1367 0.4285 0.3206
H 4.807 2.167 -0.986 0.0646 -0.2288 -0.4015
H 5.534 2.097 -2.661 -0.5318 0.0311 0.5232
H 3.815 0.971 -3.524 -0.0935 -0.4180 0.5505
H 3.879 -0.292 -2.282 -0.4489 0.4355 0.1632
H 2.726 2.262 -1.512 -0.3444 0.1478 -0.3646
H -0.546 -0.456 1.016 -0.1630 -0.0400 0.3101
H -1.413 1.230 -1.127 0.6254 -0.0612 -0.4104
H -0.496 1.457 -2.656 -0.0585 -0.2790 0.4482
H -1.372 -1.375 -1.691 0.3709 0.2862 -0.6963
H -1.170 -0.743 -3.406 -0.1248 -0.1192 0.5197
H -3.243 0.901 -2.329 -0.0054 -0.5213 -0.0732
H -3.523 -0.686 -3.208 -0.2391 0.2417 0.7086
H 4.058 0.486 2.008 0.4759 -0.2787 0.1858
H 3.243 -3.482 -0.108 0.2610 0.5895 -0.0345
H 4.256 -2.162 -0.716 -0.0227 -0.0035 0.5032
H 6.094 -2.902 0.716 -0.4305 -0.1272 0.2081
H 4.980 -3.421 2.015 -0.0813 -0.0244 -0.5024
H 5.232 -4.446 0.553 -0.1573 0.5463 0.1919
H -0.474 1.686 2.422 -0.2079 -0.1332 0.0532
C -6.341 -0.637 3.174 -0.0457 0.0198 -0.0018
C -7.484 -0.783 3.952 0.0624 0.0860 -0.1740
C -8.662 -0.152 3.582 -0.0688 -0.0796 0.1363
C -8.683 0.619 2.427 0.6005 -0.3146 0.1633
C -7.546 0.778 1.646 0.0364 0.0368 -0.0878
C -6.371 0.145 2.025 -0.0416 -0.0017 0.1930
N -9.930 1.266 2.022 -0.0753 0.0547 -0.0213
O -10.902 1.124 2.736 -0.1595 -0.0474 0.1610
O -9.928 1.907 0.993 0.0337 0.1140 -0.1814
H -5.424 -1.136 3.462 -0.0203 0.0306 -0.0189
H -7.456 -1.392 4.847 -0.0366 0.0290 -0.0172
H -9.547 -0.269 4.192 -0.0580 0.1055 -0.1497
H -7.563 1.382 0.750 -0.1553 -0.0054 0.0554
H -5.476 0.257 1.423 -0.1876 0.0513 0.0721
```
Positions in Å, forces in eV/Å.

Here are the natural (NBO) charges for atoms 1 to 2, given in e: number 1, C, carries -0.610; number 2, C, carries -0.391

=====

(4)
A cluster of 8 separate species, C24H28Br2F7O21P in total. Source: OMol25; level of theory: wB97M-V/def2-TZVPD.

Summary:
- F_max: 0.51 eV/Å
- Spin multiplicity: 1
- Lowest unoccupied orbital energy: 0.14 eV
- SMILES: O=C1OC[C@@H](F)O1.O=C1OC[C@@H](F)O1.O=C1OC[C@@H](F)O1.O=C1OC[C@@H](F)O1.O=C1OC[C@@H](F)O1.O=C1OC[C@@H](F)O1.O=C1OC[C@@H](F)O1.C[C@@H](Br)CPBr
- Gap between HOMO and LUMO: 0.35491 Eh
- HOMO level: -9.51 eV

XYZ file:
```
83
Properties=species:S:1:pos:R:3:forces:R:3
C -1.929 1.659 3.635 -0.0385 -0.1257 0.0425
C -2.678 0.417 3.143 0.0241 0.4978 -0.1037
Br -2.949 -0.792 4.660 0.0461 -0.2388 -0.0340
C -3.952 0.755 2.341 0.0066 -0.2203 0.0067
P -5.680 0.630 2.970 -0.0486 0.0970 -0.0625
Br -5.792 2.578 4.072 -0.0236 0.1029 0.1931
H -2.141 1.864 4.680 -0.0506 0.1084 0.0207
H -2.225 2.537 3.063 0.0358 0.0089 -0.0426
H -0.855 1.532 3.521 0.0693 -0.0570 0.0935
H -2.025 -0.162 2.498 0.0106 -0.0612 -0.0668
H -3.957 0.184 1.412 -0.0076 -0.1150 0.0362
H -3.879 1.801 2.047 0.0274 0.0301 -0.1794
H -5.436 -0.147 4.118 -0.0167 -0.0419 0.0108
C -2.724 -3.625 1.020 -0.0531 -0.0474 0.0899
C -3.980 -3.053 0.388 0.0661 -0.0305 -0.0070
O -3.542 -1.772 -0.040 0.0021 -0.0717 -0.1899
C -2.198 -1.821 -0.224 -0.0474 -0.0628 -0.0108
O -1.570 -0.976 -0.776 0.0403 0.0802 0.0554
O -1.690 -2.955 0.287 0.0315 0.0267 -0.0020
F -4.985 -2.903 1.277 0.0249 0.0954 0.0887
H -2.659 -3.336 2.069 -0.0926 -0.0083 0.0549
H -2.627 -4.700 0.916 0.1000 0.0240 -0.1167
H -4.353 -3.606 -0.475 -0.0744 0.0041 0.0307
C -2.769 7.175 4.848 0.0229 0.0243 -0.0521
C -3.101 6.317 3.640 -0.0146 -0.0385 0.0866
O -2.572 5.057 4.010 -0.1665 -0.0606 0.0255
C -2.531 4.990 5.368 0.0038 0.0418 -0.0605
O -2.346 3.996 5.986 0.0549 0.0140 0.0658
O -2.748 6.209 5.903 0.0217 -0.0044 0.0410
F -2.484 6.744 2.516 0.0964 0.0151 0.0006
H -1.776 7.612 4.735 -0.0136 0.0246 -0.0460
H -3.501 7.946 5.065 -0.0531 -0.0652 0.0594
H -4.166 6.205 3.433 0.0154 0.0444 -0.0823
C -3.552 0.439 -3.044 -0.0318 -0.0336 0.0215
C -3.012 -0.613 -3.995 -0.0315 0.1669 0.0679
O -3.299 -0.052 -5.261 0.2013 -0.0147 -0.0355
C -3.370 1.301 -5.128 -0.0870 -0.0079 0.0432
O -3.383 2.070 -6.027 -0.0305 -0.0117 -0.0080
O -3.412 1.635 -3.816 -0.0233 0.0274 0.0008
F -3.661 -1.798 -3.872 -0.0990 -0.0108 0.0078
H -4.610 0.257 -2.844 0.0077 -0.0526 0.0105
H -2.996 0.519 -2.116 0.0659 0.0689 -0.0533
H -1.942 -0.795 -3.909 -0.0024 -0.1410 -0.0059
C 1.032 -1.305 -2.601 0.0231 0.0551 0.2455
C 2.282 -2.134 -2.818 -0.1553 -0.0260 -0.1598
O 1.749 -3.411 -3.124 0.0896 -0.0096 -0.1927
C 0.494 -3.252 -3.626 0.0037 0.0897 0.1420
O -0.138 -4.099 -4.157 -0.0277 -0.0429 0.0205
O 0.079 -1.976 -3.431 -0.0126 -0.0187 -0.0894
F 3.043 -2.234 -1.698 -0.0271 -0.0229 0.0879
H 0.693 -1.369 -1.567 0.1234 0.0453 0.0196
H 1.133 -0.265 -2.898 -0.0494 -0.0402 -0.1448
H 2.916 -1.798 -3.637 0.0619 0.0025 0.0743
C -1.532 2.798 9.022 -0.0381 -0.0009 -0.1084
C -0.021 2.931 9.029 -0.0488 0.0212 0.0625
O 0.186 4.028 9.894 0.0693 -0.1137 0.1333
C -0.881 4.119 10.740 -0.0378 0.0191 -0.0855
O -0.916 4.796 11.709 -0.0070 0.0371 -0.0104
O -1.878 3.313 10.312 -0.0281 0.0124 0.0306
F 0.486 3.223 7.808 -0.0320 0.0774 -0.0435
H -1.969 3.424 8.243 0.0785 -0.0176 -0.0391
H -1.887 1.777 8.918 0.0073 -0.0161 0.1277
H 0.513 2.064 9.425 0.0365 -0.0173 -0.0946
C 5.993 -1.945 -3.555 -0.1210 -0.0196 0.0268
C 7.232 -1.117 -3.275 -0.0288 0.0515 -0.0143
O 7.087 -0.027 -4.170 -0.0259 0.0967 0.1439
C 5.768 0.133 -4.445 0.0136 -0.0563 -0.0591
O 5.292 1.072 -4.987 -0.0005 -0.0080 -0.0295
O 5.067 -0.935 -3.994 -0.0329 -0.0298 0.0391
F 8.383 -1.766 -3.546 0.0000 -0.0422 -0.0932
H 6.152 -2.654 -4.366 0.1940 0.0083 0.0843
H 5.597 -2.447 -2.676 -0.0670 0.0921 0.0219
H 7.290 -0.726 -2.257 0.0625 -0.0486 0.0083
C 5.650 -5.096 -8.362 0.0121 0.0154 -0.0444
C 7.092 -5.436 -8.696 -0.0206 0.0236 0.0975
O 7.815 -4.566 -7.844 0.0524 -0.1767 0.0854
C 7.030 -4.250 -6.785 -0.0529 0.0595 -0.0477
O 7.405 -3.709 -5.799 0.0229 -0.0289 -0.0985
O 5.758 -4.649 -7.008 -0.0286 0.0242 -0.0013
F 7.405 -5.164 -9.981 -0.0202 0.0889 -0.0373
H 5.304 -4.275 -8.991 0.0114 -0.0286 -0.0492
H 4.965 -5.935 -8.424 0.0183 -0.0245 0.0951
H 7.383 -6.465 -8.477 0.0135 -0.0127 -0.0983
```
Positions in Å, forces in eV/Å.

Here are the Mulliken charges for atoms 1 to 2, given in e: number 1, C, carries -1.436; number 2, C, carries 0.749

=====

Q: Among the records above, which one has the lowest HOMO level?
A: C24H28Br2F7O21P